No. 1
The following is a quantum chemistry calculation of a structure of composition C35H61AlClF9N2O13PRbS at a distorted geometry, from the OMol25 dataset.

XYZ file:
```
125
Properties=species:S:1:pos:R:3:lowdin_charge:R:1
C 4.223 2.246 -2.230 -0.30
C 2.713 1.775 -2.729 -0.34
C 1.813 1.062 -1.559 -0.39
C 2.665 0.229 -0.434 -0.17
N 3.617 -0.809 -0.981 -0.02
C 3.151 -2.228 -0.743 -0.05
C 1.960 -2.883 -1.370 -0.05
O 1.079 -2.143 -2.286 -0.16
C -0.294 -2.052 -1.765 -0.20
C -1.343 -2.681 -2.898 -0.19
C -0.663 -2.308 -4.368 -0.13
C 1.716 -4.479 -0.960 -0.13
O 0.520 -5.056 -0.822 -0.02
C 3.120 -5.370 -0.776 0.05
C 4.286 -4.716 -0.122 -0.07
C 5.756 -5.384 0.159 -0.30
C 6.255 -6.240 -1.178 -0.10
C 5.887 -6.217 1.565 -0.18
C 4.526 -6.995 2.043 -0.24
C 5.030 -8.478 2.629 -0.13
C 4.073 -3.125 0.326 -0.11
O 4.573 -2.633 1.467 0.00
H 4.718 2.788 -3.171 0.07
H 4.935 1.340 -1.984 0.08
H 4.162 3.035 -1.367 -0.04
H 2.909 0.934 -3.553 0.12
H 2.159 2.646 -3.308 0.00
H 1.271 1.949 -0.973 0.04
H 0.943 0.454 -2.071 -0.01
H 3.187 0.962 0.351 0.15
H 1.860 -0.370 0.214 0.14
H 3.899 -0.631 -1.970 0.11
H -0.650 -0.939 -1.537 0.11
H -0.460 -2.638 -0.744 0.15
H -1.511 -3.835 -2.779 0.12
H -2.406 -2.164 -2.747 0.12
H 0.192 -3.064 -4.637 0.09
H -1.497 -2.413 -5.183 0.08
H -0.279 -1.180 -4.336 0.07
H 3.212 -6.495 -1.147 0.14
H 6.526 -4.475 0.238 0.15
H 7.441 -6.326 -1.098 0.10
H 5.991 -5.555 -2.119 0.09
H 5.731 -7.289 -1.239 0.08
H 6.172 -5.448 2.417 0.13
H 6.764 -7.016 1.439 0.12
H 3.978 -6.419 2.933 0.11
H 3.766 -7.244 1.188 0.10
H 4.154 -8.889 3.287 0.07
H 5.160 -9.151 1.664 0.08
H 6.039 -8.358 3.213 0.08
Rb 0.007 2.327 -2.769 0.99
C -2.028 6.466 0.092 -0.12
O -1.899 5.964 -1.225 -0.20
H -1.317 5.949 0.741 0.08
H -1.810 7.537 0.098 0.07
H -3.044 6.289 0.453 0.09
H -2.541 6.441 -1.777 0.06
Cl 6.091 3.800 -1.167 -0.24
F 0.079 10.895 2.022 -0.15
P -1.336 10.505 1.496 -0.03
F -1.959 10.085 0.130 -0.17
F -1.934 11.413 2.613 -0.15
F -1.279 11.769 0.584 -0.15
F -2.447 9.663 2.192 -0.15
F -0.476 9.207 1.434 -0.16
C 1.065 5.842 -10.162 -0.09
O -0.058 6.585 -9.704 -0.18
C -1.060 5.750 -9.111 -0.16
C -1.003 5.814 -7.582 -0.28
O 0.203 5.230 -7.081 -0.27
C 1.165 6.213 -6.709 -0.11
H 1.867 6.543 -10.395 0.10
H 1.421 5.137 -9.404 0.08
H 0.799 5.299 -11.073 0.10
H -0.965 4.716 -9.466 0.14
H -2.032 6.131 -9.444 0.14
H -1.833 5.228 -7.175 0.10
H -1.115 6.846 -7.227 0.11
H 0.861 6.688 -5.772 -0.02
H 1.290 6.972 -7.484 0.12
H 2.123 5.711 -6.554 0.12
Al -0.960 5.980 -4.773 1.22
C 1.457 -7.386 4.950 -0.56
F 2.317 -6.959 3.971 0.06
F 2.241 -8.014 5.885 0.09
F 0.992 -6.248 5.559 0.09
S 0.088 -8.476 4.294 0.50
O 0.762 -9.630 3.685 -0.30
O -0.638 -7.651 3.319 -0.32
O -0.724 -8.835 5.465 -0.30
C -0.586 2.938 2.762 -0.02
C -1.130 3.827 3.863 -0.34
C -1.851 3.068 4.936 -0.11
O -2.791 4.015 5.409 0.06
C -3.045 4.865 4.365 -0.49
O -3.960 5.668 4.341 0.14
O -2.138 4.687 3.359 0.08
H 0.073 3.515 2.103 0.08
H -0.013 2.099 3.169 0.09
H -1.394 2.547 2.131 0.09
H -0.328 4.445 4.283 0.17
H -1.181 2.754 5.741 0.15
H -2.396 2.193 4.563 0.14
N -6.292 3.885 5.723 0.02
C -7.591 4.112 5.347 -0.14
C -8.408 3.367 6.168 -0.12
C -7.573 2.670 7.074 -0.12
C -6.272 3.010 6.778 -0.14
H -5.477 4.298 5.290 0.10
H -7.821 4.782 4.530 0.11
H -9.488 3.330 6.120 0.09
H -7.887 1.993 7.858 0.09
H -5.336 2.705 7.227 0.10
C -5.534 -7.164 1.753 -0.01
C -4.631 -6.879 2.964 -0.51
C -4.095 -8.208 3.523 0.02
O -5.373 -6.315 3.900 0.17
H -6.392 -7.800 2.009 0.10
H -5.923 -6.236 1.315 0.09
H -4.968 -7.682 0.969 0.10
H -3.755 -6.347 2.566 0.15
H -4.899 -8.883 3.845 0.10
H -3.431 -8.044 4.381 0.09
H -3.514 -8.736 2.757 0.11
```

Values from the calculation:
Maximum force: 8.591 eV Å⁻¹
Molar mass: 1099.80 g/mol
Gap between HOMO and LUMO: 0.0338 Eh
Charge: 0
E_HOMO: -7.3 eV



No. 2
The following is a quantum chemistry calculation of an isolated molecule of C19H28N4O5S at a distorted geometry, from the OMol25 dataset.

XYZ file:
```
57
Properties=species:S:1:pos:R:3:lowdin_charge:R:1
O -3.452 0.289 1.889 0.06
C -2.614 0.283 2.768 -0.47
N -2.802 -0.362 3.942 0.08
C -3.939 -1.230 4.177 -0.11
C -3.566 -2.670 3.925 -0.27
C -3.329 -3.123 2.630 -0.02
C -2.943 -4.440 2.450 -0.06
C -2.813 -5.255 3.565 -0.07
C -3.072 -4.707 4.810 -0.15
N -3.433 -3.447 4.990 0.10
C -1.264 0.995 2.687 -0.22
C -1.233 2.053 1.580 -0.12
C -1.250 1.415 0.190 -0.18
N -0.228 0.401 0.023 -0.23
S 1.289 1.010 -0.294 0.65
O 2.200 -0.097 -0.268 -0.26
O 1.622 2.150 0.511 -0.27
N 0.989 1.574 -1.836 -0.23
C 0.806 0.527 -2.818 -0.17
C 2.130 -0.053 -3.317 -0.06
C 3.040 1.065 -3.825 -0.51
C 3.225 2.118 -2.716 -0.05
C 1.857 2.642 -2.283 -0.17
O 4.275 0.518 -4.234 -0.03
C 4.782 1.331 -5.268 -0.15
C 3.546 2.082 -5.808 -0.14
O 2.482 1.648 -4.991 -0.05
C -0.273 -0.628 1.040 -0.18
C -0.149 -0.034 2.443 -0.12
H -2.052 -0.406 4.613 0.14
H -4.723 -0.915 3.484 0.13
H -4.277 -1.117 5.209 0.12
H -3.453 -2.451 1.795 0.11
H -2.751 -4.825 1.459 0.11
H -2.518 -6.288 3.469 0.10
H -2.986 -5.297 5.713 0.10
H -1.091 1.487 3.651 0.15
H -2.096 2.714 1.676 0.13
H -0.319 2.639 1.683 0.10
H -1.069 2.167 -0.578 0.12
H -2.219 0.940 0.016 0.12
H 0.255 0.955 -3.660 0.13
H 0.205 -0.247 -2.341 0.12
H 1.950 -0.758 -4.128 0.13
H 2.644 -0.561 -2.501 0.11
H 3.845 2.940 -3.076 0.13
H 3.721 1.639 -1.871 0.13
H 1.366 3.139 -3.126 0.13
H 1.956 3.338 -1.450 0.12
H 5.537 2.027 -4.881 0.12
H 5.242 0.678 -6.013 0.12
H 3.308 1.818 -6.840 0.12
H 3.672 3.170 -5.734 0.12
H 0.554 -1.310 0.837 0.12
H -1.222 -1.162 0.931 0.13
H -0.183 -0.835 3.186 0.12
H 0.818 0.469 2.514 0.12
```

Values from the calculation:
Maximum force: 1.127 eV Å⁻¹
Molar mass: 424.52 g/mol
Gap between HOMO and LUMO: 0.3663 Eh
Charge: 0
ΔE to the lowest compared entry with this formula, charge and spin: 35.4 kcal/mol
SMILES string: O=C(NCc1ccccn1)C1CCN(S(=O)(=O)N2CCC3(CC2)OCCO3)CC1
E_HOMO: -9.2 eV



No. 3
The following is a quantum chemistry calculation of a cluster of 2 separate species, C10H15INP in total at a distorted geometry, from the OMol25 dataset.

XYZ file:
```
28
Properties=species:S:1:pos:R:3:lowdin_charge:R:1
C 2.233 1.850 -2.982 -0.06
C 2.353 2.285 -1.642 -0.09
C 2.198 0.509 -3.202 -0.10
C 2.282 1.427 -0.635 -0.20
C 2.203 -0.386 -2.174 -0.16
C 2.166 0.050 -0.901 -0.62
C -1.492 1.382 -0.107 -0.04
C -0.905 -2.938 0.964 -0.17
C -0.957 -0.089 -0.244 -0.26
C -0.811 -1.679 1.701 -0.36
N -0.298 -0.507 0.999 -0.07
P 2.027 -1.202 0.377 0.52
I 3.145 -0.111 2.158 0.41
H 2.094 2.398 -3.921 0.11
H 2.384 3.316 -1.398 0.10
H 2.117 0.226 -4.192 0.08
H 2.188 1.882 0.342 0.05
H 2.011 -1.374 -2.355 0.07
H -0.677 1.973 -0.366 0.04
H -2.147 1.545 -0.896 0.05
H -1.996 1.648 0.762 0.06
H -1.784 -3.184 0.397 0.05
H -0.089 -3.095 0.163 0.07
H -0.860 -3.843 1.695 0.11
H -1.851 -0.686 -0.531 0.11
H -0.294 -0.085 -1.069 0.07
H -1.876 -1.528 1.997 0.13
H -0.102 -1.879 2.483 0.08
```

Values from the calculation:
Maximum force: 5.005 eV Å⁻¹
Molar mass: 307.11 g/mol
Gap between HOMO and LUMO (spin up / spin down): 0.2514 / 0.2709 Eh
2S+1: 3
Charge: 0
E_HOMO (spin up / spin down): -6.3 / -8.9 eV



No. 4
The following is a quantum chemistry calculation of a structure of composition C36H26Br2N6ORuTe at a distorted geometry, from the OMol25 dataset.

XYZ file:
```
73
Properties=species:S:1:pos:R:3:lowdin_charge:R:1
Ru 0.046 -0.184 -0.230 1.24
C 2.295 1.560 -3.345 -0.05
C 1.810 2.873 -3.444 -0.04
C 0.644 3.192 -2.810 0.01
C -0.052 2.214 -2.049 -0.34
N 0.495 0.965 -1.879 -0.08
C 1.614 0.668 -2.551 -0.18
N -1.250 2.537 -1.603 0.19
C -2.013 1.854 -0.782 -0.24
N -1.561 0.890 0.079 -0.01
C -2.644 0.360 0.755 -0.26
N -2.589 -0.635 1.611 0.19
C -1.554 -1.354 1.997 -0.32
C -1.810 -2.400 2.925 0.02
C -0.785 -3.154 3.413 -0.03
C 0.531 -2.858 3.014 -0.03
C 0.725 -1.846 2.110 -0.17
N -0.267 -1.130 1.561 -0.04
C -3.826 1.072 0.371 -0.09
C -5.162 0.994 0.760 0.01
C -6.058 1.856 0.163 -0.04
C -5.658 2.770 -0.817 -0.04
C -4.340 2.868 -1.214 0.02
C -3.422 2.024 -0.601 -0.08
H 3.178 1.255 -3.878 0.11
H 2.338 3.606 -4.031 0.12
H 0.204 4.173 -2.877 0.12
H 1.954 -0.359 -2.447 0.09
H -2.838 -2.556 3.208 0.12
H -0.973 -3.958 4.104 0.12
H 1.366 -3.410 3.410 0.11
H 1.733 -1.588 1.787 0.09
H -5.485 0.288 1.508 0.12
H -7.096 1.824 0.454 0.11
H -6.398 3.407 -1.273 0.11
H -4.018 3.573 -1.962 0.12
C 3.268 -2.041 -0.707 -0.05
C 2.074 -2.934 -0.638 -0.33
C 2.291 -4.307 -0.428 0.00
C 1.233 -5.150 -0.238 -0.01
C -0.072 -4.631 -0.307 -0.19
C -1.232 -5.396 -0.031 -0.63
Br -1.070 -7.189 0.542 0.80
C -2.492 -4.846 -0.130 -0.17
C -2.637 -3.534 -0.542 -0.61
Br -4.330 -2.731 -0.645 0.83
C -1.532 -2.685 -0.834 -0.45
O -1.681 -1.493 -1.189 -0.10
C -0.211 -3.261 -0.634 -0.15
N 0.853 -2.429 -0.751 0.09
H 3.786 -2.176 -1.656 0.10
H 3.969 -2.301 0.084 0.09
H 2.962 -0.999 -0.604 -0.01
H 3.301 -4.682 -0.395 0.12
H 1.390 -6.195 -0.018 0.08
H -3.366 -5.433 0.108 0.10
C 4.541 1.054 0.642 -0.36
Te 2.420 1.579 0.836 1.35
C 2.871 1.319 2.954 -0.38
C 4.365 1.392 3.109 -0.29
C 4.953 1.583 4.353 -0.03
C 6.331 1.663 4.472 -0.06
C 7.133 1.544 3.349 -0.07
C 6.555 1.347 2.107 -0.03
C 5.173 1.277 1.984 -0.29
H 4.992 1.675 -0.130 0.07
H 4.654 0.013 0.343 0.04
H 2.478 0.360 3.300 0.05
H 2.371 2.103 3.523 0.06
H 4.331 1.684 5.229 0.12
H 6.772 1.831 5.442 0.11
H 8.206 1.618 3.433 0.11
H 7.173 1.244 1.226 0.12
```

Values from the calculation:
Maximum force: 4.145 eV Å⁻¹
Molar mass: 947.12 g/mol
Gap between HOMO and LUMO (spin up / spin down): 0.1992 / 0.1853 Eh
2S+1: 2
Charge: +1
ΔE to the lowest compared entry with this formula, charge and spin: 69.5 kcal/mol
E_HOMO (spin up / spin down): -9.7 / -9.7 eV



No. 5
The following is a quantum chemistry calculation of an isolated molecule of C16H20N2O4S, from the OMol25 dataset.

XYZ file:
```
43
Properties=species:S:1:pos:R:3:lowdin_charge:R:1
C 4.062 -1.321 -2.582 -0.04
O 2.810 -0.762 -2.212 -0.03
C 2.823 0.032 -1.132 -0.44
O 3.831 0.258 -0.496 0.08
C 1.491 0.546 -0.843 -0.14
C 0.318 0.272 -1.533 0.02
C -0.703 0.972 -0.891 -0.27
S -2.429 1.021 -1.311 0.64
O -2.671 0.196 -2.453 -0.27
O -2.814 2.400 -1.336 -0.28
N -3.214 0.341 -0.012 -0.13
C -3.296 -1.099 0.063 -0.24
C -1.954 -1.829 0.193 -0.13
C -1.062 -1.386 1.322 -0.22
C -1.538 -0.735 2.453 -0.06
C -0.666 -0.356 3.459 -0.07
C 0.683 -0.644 3.365 -0.07
C 1.179 -1.325 2.260 -0.28
C 2.632 -1.675 2.158 -0.03
C 0.297 -1.674 1.247 -0.01
C -0.130 1.655 0.162 -0.04
N 1.188 1.399 0.187 -0.06
C 2.092 1.947 1.165 0.01
H 4.779 -0.530 -2.811 0.10
H 4.462 -1.931 -1.770 0.10
H 3.872 -1.930 -3.462 0.10
H 0.217 -0.349 -2.399 0.13
H -2.950 0.801 0.844 0.09
H -3.964 -1.357 0.889 0.12
H -3.767 -1.412 -0.872 0.11
H -1.411 -1.717 -0.748 0.10
H -2.170 -2.896 0.317 0.13
H -2.592 -0.535 2.569 0.10
H -1.046 0.157 4.331 0.10
H 1.352 -0.358 4.164 0.11
H 2.753 -2.686 1.773 0.09
H 3.115 -1.610 3.129 0.08
H 3.145 -0.997 1.477 0.06
H 0.674 -2.196 0.379 0.13
H -0.593 2.312 0.871 0.15
H 1.883 1.517 2.146 0.09
H 3.115 1.711 0.882 0.08
H 1.968 3.029 1.217 0.10
```

Values from the calculation:
Maximum force: 0.948 eV Å⁻¹
Molar mass: 336.41 g/mol
Gap between HOMO and LUMO: 0.3525 Eh
Charge: 0
ΔE to the lowest compared entry with this formula, charge and spin: 28.9 kcal/mol
SMILES string: COC(=O)c1cc(S(=O)(=O)NCCc2cccc(C)c2)cn1C
E_HOMO: -8.9 eV



No. 6
The following is a quantum chemistry calculation of a structure of composition C8H9IN2Si at a distorted geometry, from the OMol25 dataset.

XYZ file:
```
21
Properties=species:S:1:pos:R:3:lowdin_charge:R:1
C 1.760 1.023 3.920 -0.17
C 0.095 -0.225 2.621 -0.04
C 2.379 -0.096 1.814 -0.05
C -0.351 -0.905 1.441 -0.07
C 1.945 -0.705 0.607 -0.11
C 1.396 0.224 2.741 -0.25
C 0.548 -1.137 0.379 -0.37
C 0.181 -1.885 -0.709 0.06
N 1.958 1.880 4.659 0.15
N 0.211 1.142 -1.828 -0.78
Si -1.108 1.821 -1.053 0.35
I 2.045 1.733 -1.513 0.89
H -0.561 -0.295 3.512 0.13
H 3.347 0.376 1.843 0.11
H -1.419 -1.169 1.241 0.13
H 2.698 -1.100 -0.039 0.08
H 0.732 -2.631 -1.225 0.06
H -0.860 -2.203 -0.899 0.08
H -2.400 1.671 -1.778 -0.08
H -0.994 1.106 0.370 -0.03
H -0.900 3.195 -0.523 -0.09
```

Values from the calculation:
Maximum force: 3.378 eV Å⁻¹
Molar mass: 288.16 g/mol
Gap between HOMO and LUMO (spin up / spin down): 0.2779 / 0.2600 Eh
2S+1: 3
Charge: 0
E_HOMO (spin up / spin down): -7.8 / -9.3 eV



no.,electronic energy (eV)
1,-131212.471
2,-47191.012
3,-29488.712
4,-198697.628
5,-38922.121
6,-27394.975